# 1
The following is a DFT calculation (ωB97M-V/def2-TZVPD) of C28H60N3O12P2S2 as an isolated structure in a non-equilibrium geometry.

XYZ file:
```
107
Properties=species:S:1:pos:R:3:forces:R:3
N 2.620 6.587 -0.864 0.231 0.035 -0.151
S 2.459 7.702 -2.106 -0.778 1.741 0.057
O 3.762 8.268 -2.320 0.457 -0.711 -0.084
O 1.497 8.656 -1.616 -0.533 -0.423 0.058
N 1.772 6.995 -3.382 0.918 -0.785 0.186
S 2.784 6.241 -4.388 0.728 0.936 -0.705
O 3.203 7.080 -5.491 -0.460 0.163 -0.204
O 3.926 5.608 -3.745 -0.549 -0.705 0.534
C 1.726 4.993 -5.138 -0.531 -1.041 0.901
C 2.138 3.531 -4.832 -0.583 0.494 -1.145
C 1.151 2.617 -5.626 0.171 0.053 0.629
C 0.261 1.750 -4.718 -0.034 0.133 -0.700
C -0.496 2.554 -3.653 -0.291 -0.221 0.686
C -0.477 1.891 -2.259 0.337 -0.492 -0.438
C 0.940 1.768 -1.671 -0.520 0.273 0.297
C 1.500 3.073 -1.056 0.240 -0.813 -0.987
C 3.029 3.188 -1.300 -0.201 0.085 0.510
C 3.893 2.895 -0.051 -0.148 0.376 -0.366
C 4.396 1.431 0.027 -0.148 0.864 0.451
C 5.949 1.317 0.090 -1.713 -0.467 -0.541
N 6.366 0.229 -0.781 0.704 0.113 0.225
C 7.100 0.355 -1.917 0.670 -0.187 -1.244
C 7.271 -0.879 -2.503 -0.474 -0.538 0.686
C 6.613 -1.824 -1.650 0.196 0.835 -0.183
C 6.078 -1.089 -0.613 -0.155 -1.097 0.111
H 1.888 5.891 -0.924 0.054 -0.050 0.017
H 3.541 6.170 -0.897 -0.055 -0.113 -0.187
H 0.718 5.113 -4.732 0.107 0.352 -0.036
H 1.639 5.098 -6.217 0.436 0.467 0.047
H 2.066 3.329 -3.766 0.290 0.021 -0.024
H 3.153 3.395 -5.202 0.074 -0.162 0.389
H 1.713 1.989 -6.323 -0.127 -0.033 0.012
H 0.490 3.254 -6.223 0.075 -0.084 -0.069
H -0.485 1.273 -5.366 0.090 -0.116 0.092
H 0.846 0.926 -4.299 0.012 0.172 0.176
H -0.135 3.580 -3.542 0.095 -0.069 -0.200
H -1.544 2.625 -3.962 0.065 0.195 0.009
H -1.165 2.403 -1.580 0.107 0.006 0.033
H -0.845 0.864 -2.394 -0.188 0.116 0.102
H 1.600 1.451 -2.480 0.024 -0.114 0.135
H 0.930 0.974 -0.917 0.170 -0.002 -0.083
H 0.992 3.897 -1.569 0.041 0.118 0.270
H 1.260 3.087 0.010 -0.008 0.296 -0.054
H 3.229 4.177 -1.709 0.231 -0.030 0.090
H 3.340 2.486 -2.079 -0.102 0.116 -0.065
H 3.304 3.159 0.832 0.139 -0.046 0.034
H 4.729 3.604 -0.071 0.097 -0.221 0.113
H 4.011 0.896 -0.842 0.173 -0.132 0.060
H 3.952 0.988 0.923 0.105 -0.298 -0.166
H 6.207 1.116 1.129 0.558 0.168 -0.138
H 6.353 2.248 -0.301 0.393 -0.120 0.208
H 7.510 1.262 -2.336 -0.354 0.326 0.524
H 7.783 -1.108 -3.423 0.056 0.181 0.024
H 6.551 -2.891 -1.790 -0.062 0.034 0.079
H 5.519 -1.478 0.226 -0.066 0.358 0.054
O 1.808 -5.301 2.446 -1.248 0.084 2.854
P 1.697 -3.825 2.537 2.466 2.200 -5.557
O 0.697 -3.379 1.334 0.047 -0.105 0.759
C -0.663 -3.800 1.365 -0.365 -0.070 -0.061
C -1.443 -3.160 2.499 0.112 -0.056 0.185
O 3.115 -3.324 1.919 -0.068 0.146 0.544
C 4.167 -4.240 1.620 0.025 -0.272 -0.142
C 4.056 -4.766 0.205 0.130 0.154 -0.211
O 1.582 -2.419 3.381 -0.866 -2.233 1.569
C 1.331 -2.449 4.796 -0.090 0.120 0.419
C 2.218 -3.428 5.538 0.102 -0.146 -0.154
H -0.712 -4.891 1.431 0.055 0.016 0.002
H -1.099 -3.509 0.410 0.161 0.054 -0.041
H -1.140 -3.585 3.462 -0.056 0.005 -0.010
H -2.514 -3.336 2.384 0.012 -0.026 -0.020
H -1.264 -2.086 2.539 -0.025 0.003 -0.086
H 4.195 -5.039 2.361 -0.163 -0.078 -0.075
H 5.110 -3.696 1.715 -0.136 0.201 0.094
H 3.048 -5.088 -0.049 -0.030 -0.076 0.202
H 4.741 -5.603 0.058 0.012 0.018 -0.025
H 4.332 -3.967 -0.485 -0.041 -0.083 -0.099
H 0.276 -2.676 4.976 0.003 0.011 -0.042
H 1.506 -1.439 5.165 0.019 0.049 -0.204
H 2.047 -4.457 5.201 -0.034 0.054 0.042
H 2.012 -3.391 6.608 -0.005 0.032 -0.003
H 3.271 -3.199 5.372 -0.006 0.050 0.031
O -8.584 -2.999 1.249 -2.300 1.058 1.816
P -7.713 -2.361 2.266 6.014 -1.224 -1.977
O -6.870 -1.216 1.477 -0.584 -0.117 0.512
C -7.562 -0.106 0.911 -0.123 0.312 -0.195
C -8.163 0.804 1.968 -0.107 -0.154 0.136
O -6.541 -3.472 2.473 -0.341 0.127 0.429
C -6.635 -4.769 1.886 0.010 -0.132 -0.338
C -6.048 -4.794 0.488 0.287 0.032 -0.073
O -7.416 -1.781 3.775 -2.796 -0.085 -0.553
C -8.499 -1.623 4.708 -0.249 0.106 0.361
C -9.401 -2.838 4.785 0.044 -0.141 -0.186
H -8.335 -0.462 0.224 0.027 -0.045 0.022
H -6.830 0.447 0.323 0.107 -0.128 0.040
H -9.026 0.327 2.443 -0.005 0.049 -0.019
H -8.507 1.739 1.525 0.002 -0.024 -0.037
H -7.435 1.027 2.747 0.046 0.035 -0.059
H -7.667 -5.118 1.888 -0.053 0.144 -0.082
H -6.073 -5.448 2.530 0.049 0.153 0.102
H -6.387 -3.957 -0.121 -0.246 -0.032 0.083
H -6.306 -5.725 -0.019 0.008 -0.004 0.008
H -4.959 -4.722 0.534 -0.004 -0.038 0.015
H -9.079 -0.733 4.448 0.039 0.003 -0.023
H -8.046 -1.436 5.681 0.180 0.009 -0.109
H -9.886 -3.037 3.824 -0.005 0.050 0.060
H -10.185 -2.682 5.527 0.020 0.017 0.016
H -8.830 -3.727 5.056 0.009 0.022 0.054
```
Positions in Å, forces in eV/Å.

Summary:
- Spin multiplicity: 1
- Frontier orbital gap: 6.80 eV
- Lowest unoccupied orbital energy: 1.3 eV
- HOMO: -5.489 eV
- Molar mass: 756.9 g mol⁻¹
- Charge: -1

=====

# 2
The following is a DFT calculation (ωB97M-V/def2-TZVPD) of a 4-piece molecular cluster, CH11NO4 overall in a non-equilibrium geometry.

XYZ file:
```
17
Properties=species:S:1:pos:R:3:forces:R:3
N -1.293 1.145 0.878 1.840 0.239 0.351
C -1.090 -0.108 1.531 -1.992 -1.276 -0.831
O -0.689 -1.312 0.768 0.022 1.437 -0.270
H -1.999 1.283 0.175 -0.201 -0.661 0.082
H -0.414 1.508 0.539 -0.028 0.355 -0.212
H -2.095 -0.367 1.865 0.273 -0.293 0.617
H -0.360 -0.099 2.328 -0.080 0.766 0.378
H 0.282 -1.237 0.783 -0.019 -0.632 -0.279
H 2.460 -1.137 -0.068 0.093 -0.332 -0.358
H 2.101 -0.155 0.962 0.040 0.776 0.318
O 2.094 -1.097 0.817 0.031 -0.237 0.025
H -1.495 -0.153 -2.439 0.002 0.102 -0.137
H -0.872 -0.820 -1.182 0.227 0.598 -0.375
O -0.679 -0.200 -1.936 -0.611 -1.175 0.666
H 0.597 0.738 -1.523 0.360 0.641 -0.198
H 2.023 0.733 -2.012 0.107 0.276 -0.055
O 1.426 1.278 -1.487 -0.066 -0.583 0.278
```
Positions in Å, forces in eV/Å.

Summary:
- Spin multiplicity: 1
- Frontier orbital gap: 10.27 eV
- Lowest unoccupied orbital energy: 0.5 eV
- HOMO: -9.773 eV
- Molar mass: 101.1 g mol⁻¹
- SMILES: NCO.O.O.O
- ΔE to the lowest compared entry with this formula, charge and spin: 12.7 kcal per mole

=====

# 3
The following is a DFT calculation (ωB97M-V/def2-TZVPD) of a 2-piece molecular cluster, C5H15N2O overall in a non-equilibrium geometry.

XYZ file:
```
23
Properties=species:S:1:pos:R:3:forces:R:3
C 1.013 2.028 -0.667 -0.120 3.045 2.995
C -1.561 -0.457 0.478 1.506 -1.935 0.871
C 1.177 -3.095 2.032 -0.097 -3.862 -0.383
C -1.499 2.397 -2.212 -2.502 2.181 -2.043
C -0.261 1.304 -0.490 -0.397 -1.351 0.754
N -0.354 0.291 0.365 3.250 1.203 -0.422
N 1.425 -2.115 1.014 2.630 0.943 -2.208
O -1.377 1.554 -1.118 0.427 -1.402 0.706
H 1.706 1.808 0.159 -0.230 -0.454 -0.456
H 1.495 1.982 -1.569 0.981 -0.908 -2.483
H 0.964 3.189 -0.559 -0.822 -1.858 -0.046
H -2.252 -0.012 1.108 -1.363 1.092 1.100
H -1.918 -0.552 -0.488 -1.263 -0.549 -1.749
H -1.315 -1.439 0.910 -0.050 0.344 -0.278
H 0.699 -2.627 2.853 -0.596 0.093 0.968
H 0.505 -4.000 1.607 1.441 2.078 1.191
H 2.162 -3.565 2.395 -1.603 0.540 -0.415
H -1.715 3.398 -1.794 0.204 -0.283 -0.574
H -2.404 2.121 -2.898 1.409 0.052 1.847
H -0.701 2.438 -2.932 0.947 -0.219 0.273
H 0.574 -0.167 0.725 -1.922 0.725 -0.371
H 2.513 -2.032 1.022 -2.694 0.195 -0.762
H 1.124 -2.449 0.059 0.866 0.329 1.485
```
Positions in Å, forces in eV/Å.

Summary:
- Spin multiplicity: 1
- Frontier orbital gap: 9.98 eV
- Lowest unoccupied orbital energy: -3.3 eV
- HOMO: -13.260 eV
- Molar mass: 119.2 g mol⁻¹
- Charge: +1
- ΔE to the lowest compared entry with this formula, charge and spin: 55.3 kcal per mole

=====

# 4
The following is a DFT calculation (ωB97M-V/def2-TZVPD) of an isolated ion of composition C4H11INO and charge +1 in a non-equilibrium geometry.

XYZ file:
```
18
Properties=species:S:1:pos:R:3:forces:R:3
C 0.402 -1.727 -0.141 -0.025 0.082 -0.098
C -0.500 0.576 1.840 -0.257 -0.425 -3.921
C 0.032 -0.417 -0.799 -0.583 -0.275 0.001
C -0.809 0.549 0.042 -0.279 0.060 4.030
N 1.276 0.315 -1.230 0.070 0.301 -0.068
O -0.587 1.819 -0.451 -0.028 0.123 -0.333
I -2.931 -0.052 -0.128 0.703 0.126 -0.015
H 1.071 -1.576 0.702 0.092 0.032 0.153
H -0.492 -2.226 0.220 -0.126 -0.016 0.024
H 0.879 -2.389 -0.861 0.059 -0.076 -0.022
H -1.210 1.275 2.254 -0.178 0.142 -0.006
H -0.659 -0.423 2.212 -0.061 -0.165 0.159
H 0.521 0.908 1.979 0.188 0.077 0.089
H -0.536 -0.609 -1.716 0.240 0.122 0.028
H 1.707 -0.131 -2.047 -0.054 0.152 0.220
H 1.961 0.348 -0.465 -0.084 0.048 -0.213
H 0.975 1.284 -1.449 0.314 -0.273 0.028
H -1.098 2.477 0.038 0.010 -0.035 -0.057
```
Positions in Å, forces in eV/Å.

Summary:
- Spin multiplicity: 1
- Frontier orbital gap: 9.52 eV
- Lowest unoccupied orbital energy: -3.6 eV
- HOMO: -13.091 eV
- Molar mass: 216.0 g mol⁻¹
- Charge: +1
- SMILES: C[C@H]([NH3+])[C@@](C)(O)I
- ΔE to the lowest compared entry with this formula, charge and spin: 10.1 kcal per mole

=====

# 5
The following is a DFT calculation (ωB97M-V/def2-TZVPD) of one molecule with the formula C5H4O2.

XYZ file:
```
11
Properties=species:S:1:pos:R:3:forces:R:3
O 2.330 -1.403 -0.094 -0.354 0.237 0.117
C 1.300 -0.792 0.008 0.266 -0.061 -0.030
O 0.152 -1.508 0.351 0.033 0.026 -0.050
C -1.071 -0.951 0.319 -0.134 0.151 -0.056
C -1.288 0.339 0.011 0.068 -0.117 0.047
C -0.138 1.171 -0.219 0.091 -0.093 0.025
C 1.102 0.639 -0.184 -0.092 0.043 -0.033
H -1.842 -1.669 0.575 0.078 0.104 -0.074
H -2.298 0.727 -0.034 0.145 -0.053 0.067
H -0.273 2.232 -0.406 0.032 -0.147 0.030
H 2.002 1.227 -0.326 -0.134 -0.091 -0.044
```
Positions in Å, forces in eV/Å.

Summary:
- Spin multiplicity: 1
- Frontier orbital gap: 9.40 eV
- Lowest unoccupied orbital energy: 0.2 eV
- HOMO: -9.187 eV
- Molar mass: 96.1 g mol⁻¹
- SMILES: O=c1cccco1
- ΔE to the lowest compared entry with this formula, charge and spin: 0.3 kcal per mole

=====

# 6
The following is a DFT calculation (ωB97M-V/def2-TZVPD) of one molecule with the formula C6H12 in a non-equilibrium geometry.

XYZ file:
```
18
Properties=species:S:1:pos:R:3:forces:R:3
C -1.402 1.859 -1.150 1.433 -2.169 -0.103
C -1.107 0.794 0.110 -0.458 0.965 -0.804
C 0.215 -0.037 0.115 -0.433 0.271 -1.649
C 0.898 -0.188 1.283 -2.651 0.166 -1.162
C 1.431 -1.504 1.750 3.621 0.047 -2.295
C 0.501 -0.784 -1.331 0.387 2.514 3.395
H -0.414 2.331 -1.404 -0.960 -0.404 0.049
H -1.747 1.211 -2.019 0.633 0.899 0.862
H -2.147 2.660 -1.083 0.087 -0.398 0.812
H -1.896 -0.033 0.028 0.797 1.248 0.337
H -1.205 1.322 1.100 -0.075 -0.565 -0.974
H 0.585 0.577 2.021 0.389 -0.758 -0.047
H 1.063 -1.715 2.725 -0.132 -0.404 0.723
H 2.598 -1.477 1.722 -1.751 -0.147 0.705
H 1.241 -2.323 1.004 -0.316 0.734 0.878
H -0.313 -0.614 -1.963 -1.223 1.358 -1.183
H 1.437 -0.271 -1.727 -0.974 -1.772 0.315
H 0.261 -1.807 -1.182 1.627 -1.586 0.141
```
Positions in Å, forces in eV/Å.

Summary:
- Spin multiplicity: 1
- Frontier orbital gap: 9.53 eV
- Lowest unoccupied orbital energy: 1.1 eV
- HOMO: -8.470 eV
- Molar mass: 84.2 g mol⁻¹
- SMILES: C/C=C(\C)CC
- ΔE to the lowest compared entry with this formula, charge and spin: 66.3 kcal per mole

=====

# 7
The following is a DFT calculation (ωB97M-V/def2-TZVPD) of a 2-piece molecular cluster, C4H8O2 overall.

XYZ file:
```
14
Properties=species:S:1:pos:R:3:forces:R:3
C -0.565 -0.596 1.575 -0.099 -0.078 0.140
C 0.235 0.286 0.659 0.012 -0.184 0.178
C 0.421 -0.273 -0.667 -0.425 -0.413 -0.006
O 0.303 -1.346 -1.224 -0.142 0.290 0.304
C -0.351 0.950 -0.697 0.039 0.120 -0.187
O -1.627 0.726 -1.171 -0.210 -0.026 -0.110
H -1.275 -0.025 2.175 0.081 -0.037 0.019
H -1.112 -1.324 0.970 -0.015 0.072 0.221
H 0.107 -1.152 2.236 -0.131 0.063 -0.023
H 0.945 0.986 1.099 -0.141 -0.160 -0.205
H 2.344 0.327 -1.151 0.629 0.126 -0.198
H 2.167 -0.328 -1.452 0.775 0.296 -0.167
H 0.021 1.963 -0.839 0.010 -0.298 0.028
H -1.563 -0.136 -1.618 -0.382 0.231 0.004
```
Positions in Å, forces in eV/Å.

Summary:
- Spin multiplicity: 1
- Frontier orbital gap: 10.07 eV
- Lowest unoccupied orbital energy: 0.6 eV
- HOMO: -9.424 eV
- Molar mass: 88.1 g mol⁻¹
- SMILES: C[C@H]1C(=O)[C@H]1O.[H][H]
- ΔE to the lowest compared entry with this formula, charge and spin: 97.2 kcal per mole

=====

# 8
The following is a DFT calculation (ωB97M-V/def2-TZVPD) of a 2-piece molecular cluster, C3H4S2 overall in a non-equilibrium geometry.

XYZ file:
```
9
Properties=species:S:1:pos:R:3:forces:R:3
C -1.314 0.704 -0.344 -1.730 -3.627 -0.635
C -0.886 -0.736 -0.373 1.874 2.128 1.048
C 1.804 -0.310 0.435 -3.594 -0.415 0.256
S -1.945 -0.255 -1.755 0.272 0.003 0.546
S -1.807 -0.080 1.119 -0.441 -1.012 0.297
H -0.982 1.649 -0.363 1.877 2.934 -0.487
H 2.191 -0.947 -0.261 1.477 -1.402 -1.621
H 1.393 -0.695 1.327 0.097 -0.431 1.034
H 1.548 0.670 0.216 0.168 1.822 -0.438
```
Positions in Å, forces in eV/Å.

Summary:
- Spin multiplicity: 1
- Frontier orbital gap: 5.72 eV
- Lowest unoccupied orbital energy: -2.3 eV
- HOMO: -8.067 eV
- Molar mass: 104.2 g mol⁻¹
- ΔE to the lowest compared entry with this formula, charge and spin: 157.5 kcal per mole